1.
Density functional theory data (wB97M-V/def2-TZVPD) for a molecular structure, C17H26N3PRu.

Output
total charge	+4
gap between HOMO and LUMO (spin up / spin down)	7.51 / 6.18	eV
<S²>	6.046
electronic energy	-1262.2309	Eh
LUMO (spin up / spin down)	-14.38 / -16.44	eV
multiplicity	5

Atoms and positions in Å:
1 Ru 0.33820 0.15346 -0.88915
2 N -0.41240 -1.10725 -2.59988
3 C 0.78876 -1.43144 -3.43598
4 C 1.96437 -1.75551 -2.53130
5 N 2.21922 -0.68506 -1.49799
6 C 3.10991 0.45006 -1.94158
7 C 2.33094 1.51851 -2.67675
8 N 1.12011 1.89127 -1.86253
9 H -1.12498 -0.66483 -3.18224
10 H -0.84132 -1.97592 -2.27960
11 H 0.58768 -2.28825 -4.08061
12 H 0.98121 -0.58559 -4.09151
13 H 1.76976 -2.67895 -1.98293
14 H 2.86921 -1.91257 -3.12100
15 H 2.71131 -1.15074 -0.73875
16 H 3.56681 0.86301 -1.03995
17 H 3.91764 0.06270 -2.56552
18 H 2.95771 2.39640 -2.83846
19 H 1.98470 1.18949 -3.65318
20 H 1.38322 2.57328 -1.14712
21 H 0.44200 2.37785 -2.45006
22 C 1.28420 -0.83955 2.50499
23 P -0.07320 -0.52606 1.36797
24 C -0.38894 1.22195 1.11886
25 C 0.43418 2.25916 1.61229
26 C 0.17281 3.56832 1.24561
27 C -0.86635 3.86982 0.35234
28 C -1.66266 2.86175 -0.17710
29 C -1.43572 1.53293 0.19688
30 C -1.55881 -1.36596 2.03360
31 C -1.74743 -2.73017 1.89797
32 C -2.84356 -3.40554 2.56842
33 C -3.74319 -2.70974 3.36523
34 C -3.56071 -1.35311 3.51033
35 C -2.46692 -0.67485 2.85325
36 H 1.00886 -0.52337 3.51437
37 H 2.18412 -0.31121 2.18687
38 H 1.49914 -1.91061 2.52609
39 H 1.23768 2.04818 2.30825
40 H 0.76662 4.37024 1.66897
41 H -1.06408 4.90372 0.09304
42 H -2.48903 3.10604 -0.83386
43 H -2.17870 0.77989 -0.06715
44 H -1.07754 -3.34410 1.30551
45 H -2.93654 -4.47809 2.43142
46 H -4.55927 -3.22093 3.86129
47 H -4.22673 -0.75959 4.12764
48 H -2.37229 0.39095 3.03303

Here are the natural (NBO) charges for atoms 1 to 8, given in e:
1 Ru 1.0975
2 N -0.8539
3 C -0.2578
4 C -0.2560
5 N -0.5897
6 C -0.2604
7 C -0.2579
8 N -0.8044


2.
Density functional theory data (wB97M-V/def2-TZVPD) for C17H26N4O3 in the gas phase.

Output
relative energy (zero: lowest compared OMol25 entry of this formula, charge and spin)	2.345	eV
gap between HOMO and LUMO	9.63	eV
electronic energy	-1108.1135	Eh
LUMO	0.85	eV

Atoms and positions in Å:
1 C -1.58507 -1.95549 2.13360
2 N -2.34037 -1.98207 0.89343
3 C -3.75036 -2.22298 1.17268
4 C -4.56253 -2.35813 -0.10365
5 C -4.41080 -1.10593 -0.95646
6 C -2.93320 -0.81992 -1.18428
7 C -2.17466 -0.73981 0.14214
8 C -0.68924 -0.52221 -0.14412
9 O -0.01514 -1.43995 -0.57526
10 N -0.10242 0.67848 0.21662
11 C 1.35839 0.66005 0.09618
12 C 1.85563 0.81055 -1.34746
13 C 3.32320 0.45760 -1.40141
14 O 4.20925 1.27564 -1.24061
15 N 3.56192 -0.87460 -1.56819
16 C 4.89917 -1.42250 -1.57400
17 C 5.29566 -1.96460 -2.90596
18 N 5.69611 -3.15714 -3.18486
19 C 5.94408 -3.12917 -4.55225
20 C 5.67665 -1.89700 -5.01858
21 O 5.25788 -1.13149 -3.96829
22 C -0.62073 2.01342 -0.01085
23 C -1.11060 2.48658 -1.35353
24 C -2.05494 2.42186 -0.18624
25 H -0.51819 -1.87902 1.92792
26 H -1.87971 -1.11661 2.78702
27 H -1.75449 -2.88549 2.67585
28 H -3.81926 -3.13704 1.76515
29 H -4.17234 -1.40614 1.79118
30 H -4.20051 -3.22728 -0.65925
31 H -5.61033 -2.53739 0.14487
32 H -4.92887 -1.21510 -1.91086
33 H -4.87195 -0.25649 -0.43889
34 H -2.47551 -1.62366 -1.76627
35 H -2.80176 0.10617 -1.74904
36 H -2.54949 0.09328 0.75461
37 H 1.76123 1.46282 0.71454
38 H 1.70554 -0.28717 0.50362
39 H 1.27990 0.14013 -1.98474
40 H 1.73587 1.83373 -1.69837
41 H 2.77374 -1.49545 -1.65694
42 H 5.56912 -0.61126 -1.28725
43 H 4.99823 -2.23229 -0.85239
44 H 6.29501 -3.99537 -5.08528
45 H 5.71862 -1.42237 -5.98134
46 H -0.03313 2.72771 0.55074
47 H -0.78018 3.44932 -1.71883
48 H -1.22664 1.72457 -2.11381
49 H -2.84650 1.69447 -0.23086
50 H -2.33623 3.35073 0.29007

Here are the natural (NBO) charges for atoms 1 to 8, given in e:
1 C -0.4132
2 N -0.4174
3 C -0.2136
4 C -0.4053
5 C -0.3951
6 C -0.4042
7 C -0.1487
8 C 0.7103


3.
Density functional theory data (wB97M-V/def2-TZVPD) for C17H26O10 in the gas phase.

Output
gap between HOMO and LUMO	9.67	eV
electronic energy	-1415.7753	Eh
LUMO	0.40	eV

Atoms and positions in Å:
1 C -2.97857 -3.82071 -1.44642
2 H -3.89323 -4.12254 -0.93306
3 H -2.20017 -4.55612 -1.23755
4 H -3.15139 -3.73858 -2.51603
5 O -2.56935 -2.53190 -1.01577
6 C -2.23812 -2.42122 0.27924
7 O -2.29364 -3.34147 1.05874
8 C -1.77752 -1.06149 0.61433
9 C -1.26987 -0.85333 1.83389
10 O -0.70288 0.30107 2.25532
11 C -0.31134 1.15423 1.19966
12 C -1.40948 1.37775 0.16777
13 H -0.96162 1.97565 -0.63058
14 C -2.65767 2.07479 0.72028
15 C -2.49500 3.56653 0.97110
16 H -2.22874 4.08477 0.05350
17 H -1.72540 3.75191 1.71575
18 H -3.43297 3.98070 1.33288
19 H -2.95111 1.57938 1.65117
20 C -3.71443 1.74238 -0.35368
21 O -3.65164 2.59385 -1.46914
22 H -2.79522 2.47717 -1.89677
23 C -3.41592 0.27848 -0.71834
24 H -3.64119 0.09586 -1.76733
25 H -4.03787 -0.38671 -0.12186
26 C -1.91746 0.03803 -0.40281
27 H -1.36468 -0.23082 -1.30658
28 H -4.73074 1.86859 0.02864
29 O 0.76743 0.57654 0.51788
30 C 2.05453 0.67097 1.08735
31 O 2.86496 1.53979 0.36885
32 C 3.23073 1.15762 -0.95805
33 C 2.19723 1.58174 -2.02729
34 O 1.07206 0.76500 -2.20349
35 H 1.35987 -0.13794 -2.39696
36 H 1.81110 2.56484 -1.74792
37 H 2.74598 1.67571 -2.97546
38 C 3.69198 -0.31381 -1.08134
39 O 5.05168 -0.43125 -0.75224
40 H 5.13144 -0.37559 0.21198
41 C 2.85367 -1.30574 -0.23810
42 O 1.62843 -1.64125 -0.82689
43 H 0.98643 -0.94532 -0.60812
44 C 2.66536 -0.74344 1.17962
45 O 3.92212 -0.70199 1.81192
46 H 3.83183 -0.31101 2.68828
47 H 1.96310 -1.39095 1.72656
48 H 3.43572 -2.23374 -0.17178
49 H 3.62222 -0.61241 -2.13540
50 H 4.11784 1.77761 -1.14329
51 H 1.99304 1.11502 2.09309
52 H -0.01090 2.09220 1.68634
53 H -1.25314 -1.62780 2.58798

Here are the natural (NBO) charges for atoms 1 to 8, given in e:
1 C -0.2574
2 H 0.1923
3 H 0.1975
4 H 0.1950
5 O -0.5116
6 C 0.7804
7 O -0.6073
8 C -0.2391


4.
Density functional theory data (wB97M-V/def2-TZVPD) for a molecular structure, C17H27AuGe2N4OS.

Output
total charge	+1
gap between HOMO and LUMO (spin up / spin down)	7.58 / 7.28	eV
<S²>	0.758
electronic energy	-5645.8321	Eh
LUMO (spin up / spin down)	-2.30 / -4.34	eV
multiplicity	2

Atoms and positions in Å:
1 Au 1.44098 -1.39116 -0.10924
2 N -0.47959 -2.97912 -2.47610
3 C -0.60063 -3.56254 -1.27243
4 N -1.37138 -4.66595 -1.18540
5 O -0.04541 -3.11457 -0.24993
6 H -0.92048 -3.34564 -3.30076
7 H 0.06146 -2.13661 -2.55753
8 H -1.85509 -5.06115 -1.97030
9 H -1.46025 -5.10038 -0.28504
10 N 3.88304 -2.08280 2.82716
11 C 3.61782 -1.08747 1.99163
12 N 3.26296 0.09255 2.47562
13 S 3.79800 -1.34123 0.27659
14 H 3.82633 -1.97967 3.82795
15 H 4.14741 -2.97457 2.44531
16 H 3.12734 0.25453 3.46121
17 H 3.04939 0.83926 1.83331
18 C 1.32751 1.40940 -3.18731
19 Ge 0.96922 2.14857 -1.42348
20 C 2.67630 2.47398 -0.53474
21 C -0.06212 3.79458 -1.54133
22 Ge -0.20618 0.47315 -0.15241
23 C -1.82692 -0.19135 -0.98860
24 C -2.58219 -1.23353 -0.44527
25 C -3.73257 -1.67867 -1.07588
26 C -4.14750 -1.09379 -2.26580
27 C -3.41026 -0.06006 -2.81868
28 C -2.25772 0.38554 -2.18335
29 C -0.39179 0.86451 1.73809
30 C -0.85586 -0.08499 2.65148
31 C -0.96242 0.22059 3.99972
32 C -0.60000 1.47994 4.45899
33 C -0.13009 2.43124 3.56745
34 C -0.02210 2.12206 2.21708
35 H 1.88139 2.13127 -3.78687
36 H 0.41059 1.15703 -3.71720
37 H 1.93423 0.50805 -3.09287
38 H 3.23717 3.24109 -1.06745
39 H 3.26474 1.55509 -0.55380
40 H 2.53630 2.81515 0.49161
41 H 0.49743 4.53120 -2.11839
42 H -0.26249 4.21196 -0.55575
43 H -1.01786 3.62709 -2.03558
44 H -2.27411 -1.71071 0.47474
45 H -4.31346 -2.47994 -0.63665
46 H -5.04949 -1.43822 -2.75383
47 H -3.73426 0.40509 -3.74053
48 H -1.69893 1.19797 -2.63350
49 H -1.13544 -1.07638 2.31762
50 H -1.33282 -0.52227 4.69423
51 H -0.69163 1.72008 5.50982
52 H 0.14259 3.41754 3.92023
53 H 0.33885 2.88429 1.53620

Here are the natural (NBO) charges for atoms 1 to 8, given in e:
1 Au 0.5711
2 N -0.8091
3 C 0.8018
4 N -0.8112
5 O -0.7346
6 H 0.4082
7 H 0.4168
8 H 0.4058